1.
ORCA calculation (wB97M-V/def2-TZVPD) on 6 unconnected molecules or ions with the total composition C6H25NO5.

Values from the calculation:
Gap between HOMO and LUMO, eV: 9.600
ΔE to the lowest compared entry with this formula, charge and spin, kcal/mol: 0.65
Calculated total energy, eV: -18356.2489
E_LUMO, eV: 0.394
SMILES: CC[C@@H](C)[C@H](C)N.O.O.O.O.O
Charge: 0

Geometry (Å):
1 C -1.29 -2.69 -0.58
2 C -0.67 -2.01 0.64
3 C 0.32 -0.89 0.26
4 C -0.30 0.10 -0.73
5 C 1.61 -1.49 -0.31
6 C 2.81 -0.54 -0.13
7 N -1.69 -1.46 1.56
8 H -1.94 -2.01 -1.12
9 H -0.50 -3.02 -1.27
10 H -1.88 -3.55 -0.27
11 H -0.13 -2.75 1.24
12 H 0.53 -0.34 1.19
13 H -1.33 0.33 -0.44
14 H 0.24 1.04 -0.74
15 H -0.36 -0.29 -1.75
16 H 1.83 -2.42 0.22
17 H 1.48 -1.74 -1.36
18 H 3.66 -0.87 -0.73
19 H 3.10 -0.54 0.92
20 H 2.58 0.48 -0.42
21 H -2.12 -0.60 1.22
22 H -2.43 -2.13 1.70
23 H -0.82 0.59 3.76
24 H -0.47 -0.76 3.11
25 O -0.16 -0.10 3.77
26 H 2.78 1.15 -2.88
27 H 1.43 0.44 -2.52
28 O 1.81 1.24 -2.88
29 H 0.58 4.00 -2.16
30 H 1.26 2.61 -1.98
31 O 0.87 3.36 -1.50
32 H -0.35 3.25 -0.15
33 H -0.38 3.18 1.40
34 O -0.98 3.19 0.63
35 H -3.79 1.85 0.56
36 H -2.29 2.03 0.81
37 O -3.01 1.38 0.91



2.
ORCA calculation (wB97M-V/def2-TZVPD) on a single C22H31F3NO5P molecule.

Values from the calculation:
Gap between HOMO and LUMO, eV: 8.604
Calculated total energy, eV: -52485.9822
E_LUMO, eV: -0.028
SMILES: CCC[C@@]1(Cc2ccccc2C)[C@@H](CCCO)C(=O)N[C@]1(CCC(F)=C(F)F)P(=O)(O)O
Charge: 0

Geometry (Å):
1 C 3.08 -3.10 0.98
2 C 2.80 -1.95 -0.04
3 C 1.34 -1.92 -0.59
4 C 0.47 -0.75 -0.02
5 C 0.25 -1.21 1.45
6 C -0.64 -0.33 2.34
7 C -0.18 0.87 2.84
8 C -0.94 1.68 3.63
9 C -2.22 1.33 3.99
10 C -2.68 0.13 3.54
11 C -1.92 -0.70 2.74
12 C -2.59 -2.01 2.37
13 C 1.06 0.67 -0.04
14 C 2.22 1.03 -1.02
15 C 3.38 1.70 -0.28
16 C 3.17 3.19 -0.05
17 O 2.76 3.84 -1.24
18 C -0.22 1.54 -0.23
19 O -0.30 2.75 -0.14
20 N -1.31 0.68 -0.50
21 C -0.76 -0.62 -0.96
22 C -0.45 -0.28 -2.46
23 C -1.67 0.31 -3.21
24 C -1.51 1.80 -3.38
25 F -0.31 2.31 -3.74
26 C -2.53 2.62 -3.12
27 F -2.44 3.78 -2.50
28 F -3.77 2.31 -3.44
29 P -1.93 -2.03 -1.08
30 O -1.63 -3.16 -0.21
31 O -1.97 -2.58 -2.61
32 O -3.41 -1.40 -0.83
33 H 2.19 -3.72 1.14
34 H 3.36 -2.65 1.93
35 H 3.91 -3.71 0.62
36 H 3.12 -1.02 0.42
37 H 3.48 -2.10 -0.89
38 H 1.40 -1.90 -1.68
39 H 0.89 -2.87 -0.33
40 H -0.15 -2.22 1.51
41 H 1.23 -1.26 1.95
42 H 0.82 1.24 2.63
43 H -0.53 2.63 3.97
44 H -2.80 1.99 4.63
45 H -3.68 -0.18 3.85
46 H -1.88 -2.80 2.18
47 H -3.34 -1.91 1.59
48 H -3.14 -2.32 3.27
49 H 1.54 0.74 0.94
50 H 1.83 1.76 -1.74
51 H 2.53 0.17 -1.62
52 H 4.30 1.57 -0.87
53 H 3.58 1.25 0.70
54 H 4.14 3.60 0.26
55 H 2.47 3.39 0.77
56 H 2.45 4.73 -1.02
57 H -2.04 0.65 0.21
58 H -0.04 -1.14 -3.00
59 H 0.33 0.49 -2.53
60 H -2.61 0.15 -2.68
61 H -1.72 -0.18 -4.18
62 H -2.76 -3.13 -2.71
63 H -4.01 -1.70 -1.54



3.
ORCA calculation (wB97M-V/def2-TZVPD) on 2 unconnected molecules or ions with the total composition C7H12O.

Values from the calculation:
Gap between HOMO and LUMO (alpha / beta), eV: 3.572 / 6.376
Spin multiplicity: 2
ΔE to the lowest compared entry with this formula, charge and spin, kcal/mol: 41.50
Expectation value of S²: 0.7653
Calculated total energy, eV: -9497.7394
E_LUMO (alpha / beta), eV: 3.858 / 3.774
Charge: -1

Geometry (Å):
1 C -1.10 2.70 -0.10
2 C 0.10 2.83 -0.64
3 C -1.50 1.63 0.87
4 C -0.98 0.22 0.63
5 C 0.21 -0.31 1.02
6 C 0.52 -1.73 0.81
7 C -0.17 -2.59 0.01
8 H -1.89 3.40 -0.36
9 H 0.36 3.56 -1.40
10 H 0.84 2.07 -0.41
11 H -1.22 1.98 1.89
12 H -2.60 1.55 0.82
13 H -1.74 -0.33 0.09
14 H 0.73 0.02 1.93
15 H 1.30 -2.11 1.46
16 H -0.97 -2.28 -0.65
17 H -0.15 -3.67 0.12
18 H 1.93 -1.91 -2.74
19 H 2.77 -1.48 -1.54
20 O 2.20 -2.17 -1.85



4.
ORCA calculation (wB97M-V/def2-TZVPD) on 9 unconnected molecules or ions with the total composition C44H56I2N2O28S2.

Values from the calculation:
Gap between HOMO and LUMO, eV: 5.022
Calculated total energy, eV: -144704.1066
E_LUMO, eV: -7.786
Charge: +2

Geometry (Å):
1 C 2.44 -1.01 -0.67
2 C 2.53 -0.83 -2.19
3 C 2.42 -2.19 -2.86
4 O 1.60 -2.21 -4.05
5 C 2.20 -1.76 -5.16
6 O 3.34 -1.46 -5.24
7 C 1.30 -1.77 -6.38
8 S 0.02 -0.48 -6.41
9 N -0.73 -0.65 -4.83
10 C -0.30 0.19 -3.87
11 C -0.83 0.11 -2.59
12 C -1.80 -0.83 -2.30
13 C -2.35 -0.95 -0.92
14 C -3.06 -2.09 -0.55
15 C -3.56 -2.22 0.72
16 N -3.37 -1.27 1.65
17 C -3.92 -1.52 3.01
18 I -2.35 -1.62 4.48
19 C -5.01 -0.54 3.43
20 C -4.58 0.90 3.75
21 I -6.66 -0.59 2.05
22 C -2.68 -0.17 1.33
23 C -2.17 0.03 0.06
24 C -2.25 -1.67 -3.33
25 C -1.69 -1.55 -4.59
26 O 3.79 -0.20 -2.43
27 C 3.66 1.07 -2.91
28 O 2.94 1.34 -3.82
29 C 4.49 2.07 -2.16
30 S 3.40 3.31 -1.41
31 H 3.30 -1.56 -0.31
32 H 2.40 -0.03 -0.20
33 H 1.52 -1.54 -0.42
34 H 1.74 -0.16 -2.50
35 H 3.39 -2.64 -3.02
36 H 1.90 -2.83 -2.16
37 H 1.92 -1.58 -7.24
38 H 0.87 -2.76 -6.52
39 H 0.47 0.90 -4.11
40 H -0.44 0.81 -1.87
41 H -3.22 -2.85 -1.30
42 H -4.09 -3.11 1.00
43 H -4.33 -2.51 3.00
44 H -5.43 -0.95 4.35
45 H -5.03 1.60 3.05
46 H -4.90 1.14 4.75
47 H -3.50 1.04 3.73
48 H -2.52 0.58 2.08
49 H -1.65 0.95 -0.12
50 H -3.02 -2.40 -3.15
51 H -2.03 -2.19 -5.38
52 H 5.22 2.54 -2.79
53 H 5.00 1.55 -1.36
54 H 2.51 3.44 -2.39
55 C 7.92 1.57 -4.31
56 C 9.34 1.05 -4.15
57 O 9.56 1.23 -2.74
58 C 8.37 1.26 -2.12
59 O 8.22 1.23 -0.94
60 O 7.36 1.32 -3.01
61 H 7.37 1.05 -5.08
62 H 7.89 2.64 -4.51
63 H 9.42 -0.01 -4.38
64 H 10.07 1.61 -4.73
65 C 10.81 4.25 -0.92
66 C 9.41 4.66 -0.52
67 O 9.31 5.99 -1.05
68 C 10.20 6.10 -2.07
69 O 10.25 7.02 -2.82
70 O 11.02 5.02 -2.11
71 H 10.90 3.18 -1.13
72 H 11.56 4.53 -0.18
73 H 8.65 4.03 -0.99
74 H 9.26 4.65 0.55
75 C -10.40 -3.03 0.93
76 C -10.00 -2.95 2.39
77 O -9.81 -4.33 2.73
78 C -9.54 -5.01 1.60
79 O -9.17 -6.14 1.55
80 O -9.74 -4.23 0.51
81 H -10.06 -2.18 0.34
82 H -11.48 -3.15 0.80
83 H -9.05 -2.42 2.53
84 H -10.76 -2.50 3.02
85 C -5.39 -0.94 9.08
86 C -4.38 -1.47 8.09
87 O -5.08 -1.32 6.84
88 C -6.01 -0.36 7.00
89 O -6.64 0.10 6.09
90 O -6.14 0.00 8.29
91 H -4.94 -0.44 9.93
92 H -6.08 -1.71 9.44
93 H -3.47 -0.87 8.05
94 H -4.11 -2.51 8.26
95 C 4.85 0.40 -8.28
96 C 4.19 1.76 -8.35
97 O 5.05 2.55 -7.51
98 C 6.26 1.96 -7.48
99 O 7.24 2.45 -7.01
100 O 6.22 0.73 -8.04
101 H 4.75 -0.17 -9.20
102 H 4.48 -0.20 -7.44
103 H 4.20 2.18 -9.36
104 H 3.18 1.77 -7.97
105 C 9.42 5.93 3.28
106 C 9.90 5.82 4.71
107 O 9.98 4.41 4.90
108 C 10.13 3.82 3.69
109 O 10.38 2.68 3.52
110 O 9.94 4.73 2.69
111 H 9.81 6.81 2.76
112 H 8.33 5.92 3.20
113 H 10.90 6.25 4.85
114 H 9.22 6.27 5.43
115 C -9.74 0.30 8.10
116 C -10.06 1.01 6.80
117 O -11.47 0.85 6.70
118 C -11.97 0.66 7.96
119 O -13.12 0.65 8.24
120 O -10.95 0.46 8.84
121 H -8.90 0.75 8.62
122 H -9.55 -0.76 7.96
123 H -9.82 2.07 6.84
124 H -9.56 0.56 5.95
125 C -5.11 -6.35 -0.60
126 C -6.45 -5.93 -1.17
127 O -6.06 -4.93 -2.13
128 C -4.78 -5.17 -2.49
129 O -4.21 -4.59 -3.36
130 O -4.22 -6.10 -1.69
131 H -5.08 -7.40 -0.30
132 H -4.81 -5.73 0.25
133 H -6.96 -6.74 -1.68
134 H -7.12 -5.50 -0.42